The following is a quantum chemistry calculation of a structure of composition C15H44F2NO14PtS2 in a non-equilibrium geometry, from the Open Molecules 2025 dataset.

Values from the calculation:
* expectation value of S²: 3.76
* spin multiplicity: 4
* HOMO level (spin up / spin down): -0.2322 / -0.3276 Eh
* LUMO level (spin up / spin down): -0.026 / -0.074 hartree
* Kohn-Sham gap (spin up / spin down): 5.62 / 6.90 eV

XYZ file:
```
79
Properties=species:S:1:pos:R:3:forces:R:3
Pt 14.369 -18.341 -4.285 -1.85 -0.30 -0.26
N 16.359 -17.956 -4.366 3.38 1.24 -4.88
S 17.408 -17.826 -3.273 0.72 -0.97 10.37
O 17.173 -16.714 -2.316 1.03 -1.53 -3.02
O 18.695 -18.434 -3.393 0.37 1.33 -1.65
F 16.783 -19.009 -2.368 -0.56 -0.05 0.10
S 17.414 -17.441 -5.673 -2.49 3.41 -4.67
O 17.416 -18.228 -6.877 1.31 -1.30 1.98
O 18.499 -16.484 -5.443 -1.93 -2.24 0.68
F 16.224 -16.471 -6.308 0.41 0.45 1.53
C 19.111 -16.208 -8.664 1.45 0.22 -1.80
C 20.560 -16.390 -8.069 -1.60 -0.28 1.10
C 20.942 -14.952 -7.738 0.63 -0.98 -1.96
O 20.137 -14.202 -8.633 -0.84 2.18 -0.95
C 19.426 -14.986 -9.608 0.04 -1.61 2.25
H 18.373 -15.931 -7.911 0.15 -0.08 -0.12
H 18.835 -17.099 -9.227 -0.32 -0.05 0.18
H 21.267 -16.875 -8.743 -0.27 0.04 -0.15
H 20.452 -16.984 -7.161 0.35 -0.17 -0.03
H 21.944 -14.733 -8.107 0.45 -0.16 0.68
H 20.855 -14.715 -6.678 -0.48 0.41 -0.18
H 20.006 -15.348 -10.457 0.67 0.13 0.04
H 18.598 -14.446 -10.067 -0.04 0.33 0.68
C 17.338 -12.373 -7.992 -0.07 -1.12 -0.90
C 17.575 -12.912 -6.535 -2.00 -1.07 -0.43
C 18.815 -12.229 -6.261 1.97 -0.37 0.15
O 18.633 -10.986 -6.836 1.49 3.71 1.49
C 17.750 -10.915 -7.904 -0.37 -1.00 -0.36
H 16.351 -12.508 -8.434 -0.10 -0.17 0.27
H 18.069 -12.830 -8.659 -0.10 -0.42 0.10
H 17.685 -13.970 -6.299 -0.08 -0.38 -0.99
H 16.746 -12.636 -5.883 -0.03 0.59 0.10
H 19.645 -12.760 -6.727 -0.02 -0.12 -0.90
H 19.255 -12.225 -5.263 -0.99 0.88 0.61
H 18.262 -10.433 -8.738 0.40 -0.77 -0.50
H 16.867 -10.276 -7.873 -0.20 0.33 1.45
C 23.058 -20.987 -1.854 2.10 -0.15 0.06
C 22.133 -21.515 -2.904 0.99 0.50 -1.40
C 20.825 -21.428 -2.208 0.17 0.19 0.40
O 21.138 -21.355 -0.803 -1.20 -0.23 0.85
C 22.545 -21.498 -0.546 -1.41 0.01 -1.18
H 23.003 -19.901 -1.778 0.22 0.06 -0.32
H 24.075 -21.329 -2.050 0.26 0.42 0.03
H 22.465 -22.456 -3.342 -0.27 -0.42 0.56
H 22.157 -20.841 -3.761 -0.10 0.09 -0.11
H 20.198 -22.279 -2.473 -0.42 0.20 0.41
H 20.422 -20.456 -2.492 -0.76 -0.26 0.12
H 22.716 -22.561 -0.376 0.53 0.03 0.31
H 22.841 -20.831 0.263 -0.17 -0.43 0.26
O 14.263 -18.614 -6.488 -0.11 -0.05 -0.97
H 14.219 -19.460 -6.933 0.07 -0.59 0.02
H 14.175 -17.969 -7.190 0.18 0.67 -0.50
O 15.719 -14.622 -1.298 -0.61 0.49 0.07
H 15.981 -15.364 -1.842 0.29 -0.33 -0.10
H 16.423 -14.534 -0.656 0.17 0.00 0.08
O 13.770 -16.081 -4.263 -0.13 -0.06 -0.28
H 14.334 -15.318 -4.385 0.59 0.20 -0.16
H 13.077 -15.776 -3.677 -0.32 -0.15 0.37
O 17.195 -20.674 -8.098 -0.21 -0.54 -0.16
H 17.171 -20.469 -9.032 0.05 -0.04 -0.21
H 17.196 -19.821 -7.664 0.11 0.30 0.24
O 14.143 -18.663 -2.083 -0.58 0.10 1.11
H 14.527 -18.790 -1.215 0.84 -0.02 0.50
H 13.262 -19.032 -2.012 -0.48 -0.18 -0.08
O 16.637 -21.087 0.217 -0.33 -0.02 -0.10
H 17.466 -20.675 -0.023 0.29 0.10 -0.18
H 16.601 -21.018 1.171 0.00 -0.04 0.25
C 14.380 -15.250 -8.577 -0.72 -0.08 0.73
C 14.646 -16.135 -9.772 0.44 2.82 -1.30
C 15.830 -15.556 -10.580 -0.76 0.55 -0.71
O 14.857 -17.428 -9.404 0.53 -2.32 1.69
H 15.166 -15.271 -7.822 -0.07 -0.17 -0.09
H 13.416 -15.555 -8.169 0.07 -0.30 0.61
H 14.178 -14.204 -8.804 0.36 -0.02 -0.59
H 13.712 -16.141 -10.334 0.03 0.49 -0.69
H 16.786 -15.522 -10.058 -0.13 -0.75 0.06
H 15.692 -14.512 -10.862 -0.54 0.30 0.41
H 15.858 -15.977 -11.585 0.55 -0.72 0.12
H 15.207 -17.971 -10.113 -0.01 0.22 -0.16
```
Positions in Å, forces in eV/Å.

These are the Löwdin partial charges, in e, on atoms 1 to 5: 1.19 -0.47 0.47 -0.29 -0.24